[1]
An isolated molecule of C8H16N2O at a distorted geometry. Source: OMol25; level of theory: the ωB97M-V functional and the def2-TZVPD basis.

XYZ file:
```
27
Properties=species:S:1:pos:R:3:forces:R:3
C 1.1668 0.3049 -0.6001 1.634 2.465 -1.690
C 0.9168 -0.9199 0.0286 0.132 -2.570 0.681
C -1.3539 0.3870 -0.0740 -0.724 1.752 1.692
C 2.3449 1.2201 -0.2716 -3.134 0.081 2.630
C 0.2723 -1.9956 -0.8137 -0.562 -0.838 -0.936
C 1.6773 -1.4035 1.2398 0.334 4.265 0.661
C -1.3164 0.9519 -1.4779 -1.001 0.019 -1.142
C -2.0496 1.3277 1.0568 1.029 -0.350 -1.511
N 0.0579 0.2499 0.3729 -0.629 -0.408 1.714
N -2.1726 -0.8268 0.2475 -1.161 -0.142 -0.870
O -3.2717 -0.8457 -0.2776 1.756 0.143 0.483
H 2.8021 0.8448 0.6525 0.728 0.425 -0.103
H 1.9315 2.2479 -0.0378 0.621 -0.939 -0.431
H 2.9895 1.2589 -1.0758 1.525 0.172 -1.499
H -0.7777 -2.0546 -0.5872 -0.447 -0.289 0.239
H 0.5963 -3.0564 -0.7703 0.412 0.780 0.451
H 0.2923 -1.6955 -1.8642 0.306 -0.047 0.100
H 1.2670 -2.1177 1.8543 -1.243 -1.683 1.222
H 2.0153 -0.4899 1.8954 -0.949 -1.550 -0.885
H 2.5960 -1.6963 0.8992 2.452 -1.340 -0.936
H -2.3311 1.0986 -1.9183 0.550 -0.087 0.639
H -0.7852 0.2257 -2.1146 -0.206 0.471 0.250
H -0.7400 1.9068 -1.5618 -0.514 -0.880 0.408
H -2.1872 0.7726 2.0101 -0.284 0.397 -0.783
H -2.9322 1.8065 0.5931 0.239 -0.543 0.666
H -1.2762 2.0682 1.1923 -0.013 0.607 0.354
H 0.2676 0.4304 1.4023 -0.853 0.090 -1.403
```
Positions in Å, forces in eV/Å.

Properties
* frontier orbital gap: 0.2393 Eh
* E_HOMO: -0.2435 Ha
* F_max: 4.3 eV/Å
* LUMO energy: -0.11 eV
* E: -13576.4336 eV
* energy relative to the best compared isomer or geometry (same formula, charge and spin): 163.91 kcal per mole

[2]
A structure of composition C16H17N5O2S at a distorted geometry. Source: OMol25; level of theory: the ωB97M-V functional and the def2-TZVPD basis.

XYZ file:
```
41
Properties=species:S:1:pos:R:3:forces:R:3
C 1.8774 1.3074 1.2054 -2.223 0.638 -0.592
C 1.7135 -0.1169 0.7082 -5.103 5.077 3.786
C 0.4321 -0.5331 0.7996 -7.725 -4.791 1.894
C 0.0416 -1.9392 0.3871 0.293 1.088 0.506
C 0.9790 -2.9043 -0.2866 -1.051 10.504 5.541
C 2.1872 -2.3316 -0.1941 1.821 -0.141 -0.531
C 2.4531 -1.0801 0.3523 7.562 -1.763 -4.729
N 3.8517 -0.5110 -0.0830 -1.887 0.195 4.730
C 4.6387 0.2054 0.7618 1.240 -2.376 -2.031
N 5.9012 0.2263 0.2782 -3.188 2.827 4.186
N 5.7054 -0.1719 -0.8515 1.859 -4.358 -9.044
N 4.5085 -0.7619 -1.1356 2.537 1.001 -1.026
H 4.4495 0.3815 1.7043 -1.478 0.999 4.607
H 3.0527 -2.7580 -0.6316 0.696 -0.690 -0.370
H 0.6752 -3.7375 -0.5770 -2.244 -7.246 -2.744
S -1.7605 -2.5458 0.6560 6.224 -5.001 -5.098
O -1.6543 -4.0717 0.8971 -0.951 5.438 -1.038
O -2.4904 -1.6927 1.4576 -2.357 2.149 2.554
N -2.0497 -2.3091 -1.1417 -4.099 -6.908 3.638
H -3.0262 -2.9055 -1.1048 2.738 1.542 -0.778
C -2.2086 -1.1219 -1.8027 5.907 6.608 16.616
H -2.4400 -1.1916 -2.6242 -4.358 -1.966 -15.203
C -3.2068 -0.0001 -1.0998 1.372 -1.141 -2.812
C -2.6082 1.1450 -0.3757 1.296 0.932 -7.067
C -1.7713 2.1071 -1.5815 -0.646 1.232 12.162
C -1.0596 3.0642 -0.8012 -2.612 -4.256 -5.722
C -1.2754 3.1369 0.5563 9.829 11.752 -6.891
C -2.0208 2.6521 1.3205 -10.674 -11.011 9.085
C -2.7630 1.3474 0.9135 3.581 5.611 -1.781
H -3.2329 0.6864 1.4983 -1.794 -2.043 2.414
H -2.1621 2.8140 2.3549 0.185 1.061 0.866
H -0.8329 4.1622 0.8602 -0.166 -1.627 0.249
H -0.5146 3.7281 -1.3969 1.341 1.290 0.011
H -1.6821 1.5993 -2.4162 0.408 -1.514 -4.479
H -3.8995 0.1381 -1.9576 0.263 1.088 0.706
H -3.7588 -0.4128 -0.3585 -1.980 -2.345 1.922
H -1.1266 -0.7072 -1.7574 -1.588 0.034 -0.446
H -0.5259 -0.0012 1.4998 3.229 -1.235 -2.580
H 0.8970 1.9366 1.0395 1.970 -1.437 -0.251
H 2.0242 1.4813 2.2589 0.466 -0.718 0.507
H 2.6824 1.6857 0.6681 1.307 1.503 -0.766
```
Positions in Å, forces in eV/Å.

Properties
* frontier orbital gap: 0.3332 Eh
* E_HOMO: -0.3421 Ha
* F_max: 18.8 eV/Å
* LUMO energy: -0.24 eV
* E: -39233.2358 eV
* energy relative to the best compared isomer or geometry (same formula, charge and spin): 362.39 kcal per mole

[3]
An isolated molecule of C16H12Cl2N4 at a distorted geometry. Source: OMol25; level of theory: the ωB97M-V functional and the def2-TZVPD basis.

XYZ file:
```
34
Properties=species:S:1:pos:R:3:forces:R:3
Cl 0.5257 -4.7774 1.8286 -0.747 -0.177 -0.595
Cl 3.1715 -0.3637 3.2013 2.346 0.582 1.307
N -2.4597 0.0041 1.0448 1.405 0.895 1.448
N -1.5977 2.1220 -2.2637 -1.978 1.144 0.064
C -1.1825 0.0613 0.6869 -4.207 0.467 -0.870
C -0.9353 0.8670 -0.5289 -0.090 0.798 0.302
C -0.4072 -2.1809 1.2344 2.454 -3.202 0.665
C 0.8449 -0.2420 2.0645 0.211 0.573 -0.701
C 1.8824 1.6497 -3.4785 -2.390 2.201 -1.495
C 2.3164 0.7904 -2.4915 -1.946 -0.062 2.871
C 0.5893 -3.0639 1.7675 -1.076 2.937 0.023
C 1.8390 -1.0833 2.5654 -3.037 0.597 -1.695
C -0.1946 -0.8509 1.3473 -0.991 2.503 -0.446
C 1.6907 -2.4523 2.3750 1.461 -2.609 0.722
C 0.6298 2.2664 -3.5071 -0.554 -1.262 1.272
C 1.4984 0.5512 -1.3779 -0.809 0.386 -1.500
C -0.3104 1.8498 -2.4960 0.145 -0.564 1.356
C 0.1369 1.0483 -1.4259 1.941 -1.247 0.962
N 2.6773 -3.3341 2.7933 -1.592 -0.633 -1.239
N -1.9819 1.5834 -1.0654 1.682 -0.027 -1.733
C -3.4755 1.1267 0.7702 0.911 -2.506 -0.502
C -3.4418 1.5988 -0.6549 2.397 0.656 0.077
H -1.1383 -2.6545 0.6356 -1.103 0.133 -0.374
H 0.9385 0.9126 2.0735 -0.121 -2.235 0.150
H 2.5311 1.9381 -4.2715 0.690 0.074 -0.399
H 3.3270 0.5425 -2.5008 1.475 -0.873 0.077
H 0.2461 3.0415 -4.1453 0.542 0.005 -0.729
H 1.7569 -0.0278 -0.5121 0.555 -0.212 0.080
H 2.5508 -4.3340 2.5677 0.509 1.351 0.592
H 3.3979 -2.9877 3.3349 1.624 0.346 1.057
H -4.4709 0.7932 1.1213 0.561 -0.127 -0.538
H -3.2471 1.9562 1.3922 0.674 0.647 0.767
H -3.7738 2.6236 -0.6979 -0.104 0.327 -0.299
H -3.9338 1.0257 -1.3870 -0.838 -0.888 -0.679
```
Positions in Å, forces in eV/Å.

Properties
* frontier orbital gap: 0.2821 Eh
* E_HOMO: -0.2871 Ha
* F_max: 4.3 eV/Å
* LUMO energy: -0.13 eV
* E: -47789.9265 eV

[4]
A cluster of 2 separate species, C19H32INO6S in total at a distorted geometry. Source: OMol25; level of theory: the ωB97M-V functional and the def2-TZVPD basis.

XYZ file:
```
60
Properties=species:S:1:pos:R:3:forces:R:3
C 3.1247 -2.0738 2.4587 0.431 0.015 -0.397
C 1.7372 -2.2666 3.0725 0.482 0.108 -0.506
C 0.6394 -1.3789 2.5090 -0.344 -1.114 0.780
O 0.8822 0.0841 2.6944 -0.526 -0.128 -0.508
C -0.0336 0.7496 2.0021 1.220 -0.048 0.355
N -1.3072 0.6080 2.3748 -0.299 -0.082 0.278
C -2.3438 1.2096 1.7721 -1.111 0.201 0.121
I -4.2435 0.8300 2.6385 0.816 -0.040 -0.089
C -2.1467 2.0279 0.6882 -0.135 0.661 0.057
C -3.3232 2.7211 0.0236 -0.679 -0.423 -0.901
C -3.6755 1.9741 -1.3140 1.008 0.017 0.474
C -4.1748 0.5344 -1.0869 -0.522 0.572 -0.244
C -5.6791 0.4950 -0.7348 0.705 -0.759 -0.916
O -6.0341 -0.8244 -0.3209 -0.109 0.367 0.265
C -0.7915 2.1919 0.2619 0.122 -0.514 0.009
C -0.5662 3.0911 -0.9562 -0.683 1.436 -0.565
O -1.0910 4.1693 -1.0450 0.789 -1.012 0.424
O 0.2436 2.6717 -2.0183 -0.471 -1.008 1.152
S -0.4363 1.4254 -2.9230 -0.232 -0.074 -0.754
C 0.2903 1.5770 0.9264 -0.429 0.912 -1.620
C 1.7215 1.8355 0.4844 0.725 -0.333 0.852
C 2.5955 0.5841 0.2250 -0.170 0.145 -0.258
C 2.3052 -0.1690 -1.1031 1.357 -0.224 0.987
C 3.5499 -0.1319 -2.0202 -0.835 -0.432 -0.607
C 3.3098 -0.9927 -3.2840 0.713 0.897 -0.012
O 3.1239 -2.3660 -3.0002 -0.651 0.475 -0.061
C 1.7616 -2.7752 -3.0080 0.066 -0.293 0.428
H 3.0910 -2.0030 1.3539 -0.122 0.058 0.301
H 3.7652 -2.9340 2.6829 -0.414 0.135 0.370
H 3.6504 -1.1912 2.8557 -0.263 -0.153 -0.151
H 1.8225 -2.2315 4.1648 -0.063 0.001 -0.264
H 1.4382 -3.3027 2.8452 -0.125 0.278 0.230
H 0.4090 -1.5534 1.4439 0.410 0.195 0.124
H -0.2809 -1.6299 3.0701 0.216 0.187 -0.167
H -1.4990 0.0212 3.1818 0.153 -0.007 -0.043
H -4.2357 2.6901 0.6294 0.496 -0.031 0.270
H -3.1255 3.7803 -0.1664 0.166 -0.368 0.025
H -4.3576 2.5756 -1.9292 -0.002 -0.211 0.259
H -2.7330 1.9063 -1.8702 -0.369 0.119 -0.137
H -4.0315 -0.0309 -2.0219 -0.060 0.079 0.226
H -3.5953 0.0010 -0.3188 -0.136 0.239 -0.094
H -5.9350 1.2134 0.0507 -0.092 -0.325 -0.108
H -6.2288 0.7222 -1.6650 -0.018 0.348 0.439
H -5.8093 -1.4149 -1.0487 -0.087 -0.021 0.113
H -0.4925 0.3359 -2.1047 0.308 0.558 0.206
H 1.7966 2.4953 -0.3840 -0.367 -0.102 0.231
H 2.2051 2.3751 1.3184 -0.213 -0.100 -0.192
H 2.5216 -0.1082 1.0622 0.079 0.286 -0.100
H 3.6400 0.9300 0.2057 -0.296 -0.057 0.075
H 1.4196 0.2337 -1.5949 0.225 -0.215 -0.064
H 2.1801 -1.2299 -0.8346 -0.438 0.289 -0.254
H 3.7442 0.9048 -2.3373 0.091 -0.233 0.050
H 4.4377 -0.5254 -1.5069 -0.283 0.181 0.095
H 2.4654 -0.5362 -3.8308 0.074 -0.439 0.014
H 4.1942 -0.9110 -3.9331 -0.211 -0.073 0.104
H 1.5572 -3.3897 -3.8974 -0.033 0.182 0.224
H 1.5829 -3.3654 -2.0954 0.020 -0.012 -0.363
H 1.0657 -1.9229 -2.9668 0.217 -0.151 -0.188
O 3.2134 -3.9569 4.7723 -0.178 0.217 -0.123
H 2.6858 -3.7491 5.5520 0.080 -0.176 0.150
```
Positions in Å, forces in eV/Å.

Properties
* frontier orbital gap: 0.0848 Eh
* E_HOMO: -0.1777 Ha
* F_max: 1.9 eV/Å
* LUMO energy: -2.53 eV
* E: -52926.1469 eV